# 1
# C32H24BIO16

A cluster of 4 separate species, C32H24BIO16 in total at a distorted geometry (wB97M-V/def2-TZVPD, OMol25).

```
74
Properties=species:S:1:pos:R:3:forces:R:3
C 0.5892 -0.7052 0.7472 0.248 -0.426 -0.163
C 1.4670 -1.2992 -0.1049 0.217 0.271 0.077
C 2.7157 -0.6698 -0.7048 -0.113 -0.845 1.467
C 2.5900 0.7886 -1.0840 1.217 -0.701 0.400
C 1.4116 1.4382 -1.2779 -1.622 -0.667 0.048
C 1.3182 2.7652 -1.5932 -0.286 0.393 0.208
C 2.4748 3.4769 -1.7154 0.273 1.613 -0.388
C 3.7131 2.8672 -1.5604 0.429 0.663 -0.181
C 3.7502 1.5359 -1.2529 1.355 -0.682 0.304
I 5.6493 0.5925 -1.0335 -0.319 0.015 -0.114
C 4.9168 3.7517 -1.7303 0.556 0.544 0.023
O 5.9633 3.6308 -1.1280 -0.483 -0.170 -0.244
C 4.7563 4.8934 -2.6869 -0.068 -0.608 -0.040
C 3.5855 5.4928 -2.8379 -0.815 0.613 -0.202
C 3.3017 6.6573 -3.7777 -0.454 -0.567 -0.149
B 3.8976 6.4334 -5.2539 0.196 0.075 0.420
O 3.0752 6.2695 -6.3316 0.387 -0.618 -0.175
O 5.2502 6.3847 -5.4725 -0.209 0.550 -0.014
C 2.4322 4.9642 -2.0126 0.064 -0.297 0.369
O 1.5368 5.6674 -1.5920 0.264 -0.220 -0.569
H 0.8250 -0.2840 1.7227 0.446 1.634 -0.843
H -0.4460 -0.6448 0.4360 -0.417 -1.603 1.023
H 1.2900 -2.3474 -0.3563 -0.916 0.566 -1.535
H 3.5438 -0.8056 -0.0003 0.168 0.234 -0.215
H 2.9814 -1.2385 -1.5983 0.064 -0.073 0.067
H 0.4953 0.8809 -1.1520 -0.025 0.001 -0.058
H 0.3544 3.2328 -1.7092 -0.009 0.112 -0.015
H 5.6131 5.2030 -3.2692 0.259 -0.081 0.312
H 2.2159 6.7115 -3.8937 0.015 0.167 0.134
H 3.5890 7.6216 -3.3496 0.170 -0.088 0.080
H 2.4567 5.5435 -6.1902 -0.524 0.339 0.024
H 5.7100 6.7919 -4.7328 0.250 -0.126 -0.036
O -2.3136 -0.8092 1.5155 -0.364 -0.099 -0.200
C -2.7776 -1.7290 2.1641 0.082 0.226 0.539
C -2.8031 -1.7501 3.6164 0.073 0.088 -0.213
C -3.3161 -2.8051 4.2653 0.179 0.423 0.325
O -3.3649 -2.8697 5.5910 -0.187 -0.380 -0.392
C -3.8679 -3.9896 3.5253 -0.055 -0.091 -0.550
O -4.2945 -4.9299 4.1720 0.137 -0.003 0.246
C -3.8635 -3.9588 2.0722 -0.109 -0.136 0.189
C -3.3560 -2.9013 1.4265 -0.178 -0.358 -0.230
O -3.3280 -2.8221 0.0993 0.135 0.240 0.189
H -2.3993 -0.8929 4.1362 -0.006 -0.016 0.029
H -3.7988 -3.7205 5.8230 0.027 0.159 0.312
H -4.2780 -4.8105 1.5518 0.013 0.009 -0.020
H -2.9109 -1.9648 -0.1073 0.020 0.029 -0.048
O -1.7495 3.0778 -9.0698 -0.204 -0.205 -0.029
C -1.4104 2.9890 -7.9080 0.338 0.391 0.040
C -0.4324 3.8776 -7.2880 -0.052 0.013 -0.207
C -0.1000 3.7048 -6.0065 0.213 0.410 -0.344
O 0.7855 4.4802 -5.3738 0.033 -0.157 0.136
C -0.6940 2.6224 -5.1705 -0.450 -0.510 -0.003
O -0.3174 2.5281 -4.0171 0.067 0.132 0.016
C -1.6852 1.7483 -5.7751 0.115 0.036 0.199
C -2.0288 1.9147 -7.0594 -0.174 -0.327 0.301
O -2.9299 1.1468 -7.6624 0.165 0.264 -0.188
H -0.0040 4.6593 -7.9006 -0.001 -0.011 0.009
H 0.8358 4.1327 -4.4604 -0.018 -0.008 0.032
H -2.1203 0.9784 -5.1539 -0.014 -0.015 -0.028
H -2.9906 1.4736 -8.5800 -0.037 -0.035 -0.048
O -0.5503 -8.4717 9.5490 -0.096 0.003 0.301
C -1.3162 -7.7049 8.9983 0.192 -0.063 -0.543
C -1.2927 -7.4363 7.5691 0.082 -0.097 0.203
C -2.1591 -6.5666 7.0332 0.298 -0.215 -0.341
O -2.1777 -6.3009 5.7293 -0.176 0.204 0.424
C -3.1690 -5.8409 7.8792 -0.091 -0.018 0.430
O -3.9161 -5.0418 7.3432 0.063 0.052 -0.232
C -3.2098 -6.1286 9.3021 -0.118 0.111 -0.159
C -2.3458 -7.0023 9.8350 -0.335 0.230 0.252
O -2.3407 -7.3010 11.1293 0.233 -0.150 -0.193
H -0.5606 -7.9630 6.9738 -0.009 0.019 -0.026
H -2.8979 -5.6576 5.5827 -0.145 -0.133 -0.257
H -3.9520 -5.6139 9.8956 0.014 -0.006 0.019
H -1.6221 -7.9507 11.2505 0.027 -0.021 0.048
```
Positions in Å, forces in eV/Å.

Output
Highest occupied orbital energy: -8.120 eV
Orbital gap: 6.223 eV
Charge: 0
Largest force on an atom: 0.0379 hartree/bohr
DFT total energy: -2760.17996 Eh
2S+1: 1

# 2
# C44H70F4O24SSi2

A structure of composition C44H70F4O24SSi2 at a distorted geometry (wB97M-V/def2-TZVPD, OMol25).

```
145
Properties=species:S:1:pos:R:3:forces:R:3
O -3.4851 4.5046 -1.6899 -0.517 1.643 2.871
C -3.2486 3.8690 -2.6333 0.103 -1.484 -1.716
O -3.5506 4.4103 -3.8868 0.093 -0.816 -0.118
C -2.6626 2.4672 -2.5684 0.003 0.628 -0.902
Si -3.1559 1.3409 -4.0043 0.906 -0.968 -0.419
C -1.6893 0.1622 -4.3626 -1.430 -0.689 1.546
S -2.2587 -1.4411 -4.9270 1.338 0.077 -1.239
O -1.2993 -2.4560 -4.6028 0.211 -0.272 0.811
O -2.5581 -1.3241 -6.3296 -0.890 0.326 -0.147
O -4.4824 0.3389 -3.6954 -0.087 1.681 0.194
Si -5.8331 1.1026 -3.0274 -1.047 -1.065 0.565
C -7.3846 0.8351 -4.1014 0.628 -0.016 -0.469
C -7.0806 -0.1711 -5.2167 -0.198 0.543 1.013
F -8.2518 -0.4984 -5.8946 0.023 -0.063 -0.113
C -6.1522 0.2696 -1.3379 1.103 -0.226 -0.946
C -5.0220 -0.6977 -0.9812 -0.243 -0.160 0.489
O -3.8352 -0.0688 -0.5720 0.227 0.157 0.026
C -5.4830 -1.6600 0.1304 0.118 1.165 -0.634
F -5.7589 -0.9389 1.2291 -0.142 0.125 0.656
F -6.5829 -2.3170 -0.2099 -0.696 -0.405 -0.216
F -4.5735 -2.5565 0.4567 0.743 -0.566 0.214
H -4.5051 4.2652 -3.9809 0.138 0.323 -0.205
H -2.8256 2.0428 -1.5769 -0.019 0.031 -0.140
H -1.5735 2.6068 -2.6641 -0.136 -0.231 -0.069
H -3.3608 2.0969 -5.2535 -0.296 0.087 0.131
H -1.2156 -0.0286 -3.3726 -0.179 0.158 -0.924
H -0.9780 0.5916 -5.0683 -0.083 -0.365 -0.111
H -3.3956 -1.7779 -4.2430 0.243 0.617 -0.016
H -5.6892 2.5620 -2.8604 0.459 0.182 -0.105
H -7.7400 1.7709 -4.5501 0.121 -0.084 0.116
H -8.1684 0.4822 -3.4270 0.082 -0.121 -0.160
H -6.6776 -1.0825 -4.7621 0.013 -0.068 -0.402
H -6.3726 0.2689 -5.9239 -0.047 -0.305 -0.068
H -7.0482 -0.3142 -1.4702 0.004 -0.081 -0.026
H -6.3649 1.0063 -0.5577 0.176 -0.214 0.051
H -4.7458 -1.3425 -1.8229 -0.086 0.186 0.004
H -4.0043 0.4688 0.2150 -0.069 -0.112 -0.143
O -8.7853 0.4287 -1.1320 -0.978 0.405 -0.173
C -9.7469 1.1470 -1.0973 0.130 -0.173 0.444
O -9.9252 2.1793 -1.9503 0.058 -0.127 0.015
C -11.1094 2.9140 -1.5892 -0.260 0.190 -0.008
C -11.9521 1.9373 -0.7876 -0.158 -0.069 0.154
C -10.8890 1.0821 -0.1076 -0.435 0.122 -0.342
H -10.8106 3.7856 -1.0030 0.043 -0.034 0.004
H -11.6131 3.2537 -2.4915 0.210 -0.028 -0.094
H -12.6362 2.4263 -0.0964 0.051 0.060 -0.029
H -12.5441 1.3173 -1.4632 0.010 0.040 -0.003
H -10.5599 1.5133 0.8393 0.065 -0.104 0.014
H -11.2192 0.0570 0.0373 0.254 -0.035 0.166
O -0.1383 0.6884 -2.0429 -0.012 -0.015 0.566
C 0.0907 0.0200 -1.0636 0.484 0.330 0.169
O -0.8760 -0.3906 -0.2185 0.106 0.120 -0.295
C -0.2770 -1.0752 0.9011 -0.109 -0.187 0.396
C 1.0748 -1.5291 0.4106 0.468 -0.208 -0.032
C 1.4502 -0.4378 -0.5795 -0.702 -0.406 -0.114
H -0.2018 -0.3740 1.7355 -0.005 0.009 -0.027
H -0.9080 -1.9093 1.1978 -0.199 0.156 -0.094
H 1.7970 -1.6608 1.2123 -0.088 0.049 0.049
H 0.9774 -2.4818 -0.1156 0.003 0.024 0.001
H 1.9549 0.3998 -0.0938 0.032 0.053 -0.148
H 2.0523 -0.8249 -1.3949 -0.270 0.461 0.055
O 2.0240 -1.7220 3.6790 -0.177 -0.001 -0.235
C 1.5948 -2.8370 3.7850 0.149 0.201 0.361
O 0.4445 -3.2488 3.1981 0.233 0.066 0.063
C 0.1511 -4.6009 3.6075 -0.173 -0.295 0.002
C 1.4798 -5.1831 4.0481 0.199 -0.265 0.022
C 2.1960 -3.9612 4.6007 -0.047 -0.361 -0.368
H -0.5766 -4.5664 4.4204 0.043 0.044 0.014
H -0.2803 -5.1462 2.7705 -0.059 0.222 -0.080
H 1.3755 -5.9948 4.7629 -0.105 0.072 0.023
H 2.0234 -5.5649 3.1804 -0.050 0.039 -0.022
H 1.9634 -3.7965 5.6531 0.000 0.036 -0.012
H 3.2723 -4.0156 4.4509 0.014 0.250 0.141
O 3.9320 -1.2253 -1.3153 0.736 -0.565 -0.066
C 4.8275 -1.4011 -0.5393 -0.180 0.426 0.107
O 5.0718 -2.5999 0.0523 -0.056 0.008 -0.122
C 6.1350 -2.4594 1.0073 0.207 -0.027 0.159
C 6.9018 -1.2208 0.5730 0.127 0.162 0.048
C 5.8047 -0.3607 -0.0377 0.187 -0.690 -0.039
H 5.6950 -2.3483 2.0023 -0.031 0.024 -0.025
H 6.7525 -3.3559 0.9940 -0.181 -0.095 -0.077
H 7.4375 -0.7387 1.3886 -0.031 -0.030 0.025
H 7.6301 -1.4857 -0.1961 -0.004 -0.001 0.035
H 5.3080 0.2599 0.7105 -0.046 0.088 -0.120
H 6.1747 0.2472 -0.8488 -0.306 0.145 -0.010
O 7.5353 1.8719 -0.2818 -0.309 0.200 -0.368
C 7.1592 2.8528 -0.8717 0.458 0.053 -0.115
O 6.0074 2.8939 -1.5672 0.114 -0.116 0.176
C 5.8896 4.1609 -2.2448 -0.120 0.348 -0.176
C 6.7916 5.1077 -1.4720 0.102 0.133 0.070
C 7.8923 4.1714 -0.9849 -0.469 0.354 0.113
H 6.2108 4.0298 -3.2802 0.019 -0.066 0.031
H 4.8499 4.4794 -2.2376 -0.042 -0.239 0.040
H 7.1523 5.9422 -2.0701 -0.037 -0.049 -0.045
H 6.2529 5.5179 -0.6154 -0.008 0.029 -0.049
H 8.6959 4.0658 -1.7159 0.068 -0.073 0.096
H 8.2956 4.4778 -0.0213 0.268 -0.213 -0.061
O -10.0291 -2.2906 -9.6888 0.023 -0.210 -0.248
C -9.0561 -2.8942 -9.3446 -0.240 0.251 0.330
O -8.7053 -4.1012 -9.8643 -0.023 0.107 -0.030
C -7.5562 -4.6149 -9.1717 0.194 -0.104 0.053
C -6.8832 -3.3996 -8.5570 0.125 0.117 0.171
C -8.0700 -2.4867 -8.2692 0.504 -0.288 -0.347
H -7.8964 -5.3281 -8.4168 -0.021 0.024 -0.001
H -6.9107 -5.1328 -9.8784 -0.179 -0.026 -0.105
H -6.2847 -3.6375 -7.6788 -0.022 -0.059 -0.031
H -6.2274 -2.9281 -9.2913 0.006 -0.044 0.016
H -8.5105 -2.6852 -7.2920 -0.067 0.149 -0.014
H -7.8073 -1.4373 -8.3597 -0.297 0.062 0.157
O 9.8071 4.2898 2.2877 -0.137 0.253 0.389
C 9.4797 3.3018 2.8813 0.293 -0.246 -0.403
O 9.4553 3.2102 4.2389 -0.068 0.144 -0.172
C 9.1196 1.8651 4.6241 -0.086 -0.186 0.185
C 8.4003 1.2730 3.4256 -0.060 -0.149 -0.130
C 9.0764 1.9847 2.2613 -0.532 -0.004 0.399
H 10.0430 1.3318 4.8616 0.008 0.031 -0.026
H 8.4897 1.8912 5.5116 0.115 0.198 0.045
H 8.4643 0.1868 3.3784 0.050 0.018 0.088
H 7.3425 1.5460 3.4581 0.015 -0.034 0.016
H 9.9738 1.4602 1.9277 -0.006 0.089 -0.123
H 8.3926 2.1478 1.4255 0.557 -0.073 0.112
O 1.1040 -5.6677 7.1069 0.053 -0.266 0.070
C 1.9926 -5.8474 7.8906 -0.277 0.315 0.076
O 2.2288 -7.0417 8.4817 -0.003 0.099 -0.140
C 3.2861 -6.9105 9.4476 0.204 -0.056 0.179
C 4.0632 -5.6765 9.0221 0.147 0.191 0.032
C 2.9726 -4.8108 8.4028 0.447 -0.332 0.021
H 2.8388 -6.7998 10.4378 -0.028 0.014 -0.029
H 3.8983 -7.8097 9.4375 -0.184 -0.091 -0.081
H 4.5951 -5.1989 9.8431 -0.047 -0.057 0.031
H 4.7960 -5.9449 8.2586 -0.011 -0.021 0.034
H 2.4712 -4.1894 9.1465 -0.057 0.055 -0.097
H 3.3509 -4.1974 7.5891 -0.248 0.145 0.019
O 5.3367 7.4903 1.7520 -0.281 -0.155 0.010
C 5.5360 6.8654 2.7522 0.266 0.345 -0.068
O 4.5449 6.4666 3.5934 0.070 0.001 -0.131
C 5.1129 5.8319 4.7518 0.021 -0.103 0.125
C 6.4925 5.3740 4.3141 0.308 -0.106 0.127
C 6.8834 6.4377 3.2979 -0.212 -0.517 0.143
H 5.1552 6.5614 5.5640 0.005 0.025 -0.038
H 4.4779 5.0030 5.0586 -0.158 0.115 -0.108
H 7.1948 5.2764 5.1405 -0.041 -0.004 0.004
H 6.4199 4.4033 3.8173 -0.012 0.004 0.037
H 7.3642 7.2968 3.7676 0.033 0.030 -0.112
H 7.5141 6.0360 2.5087 0.091 0.283 -0.044
```
Positions in Å, forces in eV/Å.

Output
Highest occupied orbital energy: -9.704 eV
Orbital gap: 9.802 eV
Charge: 0
Largest force on an atom: 0.0651 hartree/bohr
DFT total energy: -4901.19082 Eh
2S+1: 1

# 3
# C26H34EuF3NO9S

A structure of composition C26H34EuF3NO9S at a distorted geometry (wB97M-V/def2-TZVPD, OMol25).

```
75
Properties=species:S:1:pos:R:3:forces:R:3
Eu -0.1599 -0.8584 0.4971 -1.633 3.119 1.925
C 1.4540 -1.0809 3.5786 0.088 0.184 0.021
C 0.1036 -1.5534 4.0513 -0.206 0.012 0.108
O -0.6378 -1.9661 2.9253 0.047 -0.350 -0.003
C -1.8641 -2.5938 3.2411 0.048 0.172 0.223
C -2.4946 -3.1367 1.9869 -0.026 -0.068 -0.123
O -2.5399 -2.0966 1.0316 -0.043 0.107 0.082
C -3.3438 -2.3732 -0.0933 -0.055 -0.067 -0.010
C -3.0465 -1.3345 -1.1894 -0.129 0.066 0.223
O -2.4218 -0.1639 -0.6878 -0.076 -0.003 -0.083
C -3.2514 0.8134 -0.0962 -0.071 0.084 -0.236
C -3.4184 0.6443 1.3964 -0.023 0.121 0.180
O -2.1732 0.5474 2.0733 -0.039 -0.034 -0.013
C -1.7334 1.6998 2.7657 -0.155 -0.119 0.180
C -0.9343 2.6349 1.8921 0.079 0.264 -0.030
O 0.0760 1.9544 1.1904 0.072 -0.052 -0.115
C 1.4047 2.0787 1.6794 -0.133 0.086 -0.053
C 1.6422 1.2337 2.9056 0.083 -0.044 0.193
O 1.3012 -0.0922 2.5683 -0.033 -0.190 -0.039
H 1.9991 -1.9125 3.1404 0.059 -0.053 -0.078
H 2.0225 -0.6821 4.4228 0.021 -0.022 0.026
H -0.4356 -0.7516 4.5745 -0.020 0.016 0.023
H 0.2371 -2.3882 4.7494 0.004 -0.008 0.039
H -2.5289 -1.8654 3.7193 -0.041 0.047 0.016
H -1.6939 -3.4239 3.9359 -0.026 -0.014 0.039
H -3.5078 -3.4778 2.2310 -0.023 -0.044 0.003
H -1.9224 -3.9801 1.5918 0.035 -0.036 -0.023
H -4.3964 -2.3462 0.2125 -0.073 0.005 -0.005
H -3.1242 -3.3713 -0.4816 -0.011 -0.043 -0.027
H -3.9747 -1.0668 -1.7008 -0.016 -0.009 -0.079
H -2.3505 -1.7396 -1.9134 0.103 -0.067 -0.064
H -4.2428 0.8041 -0.5658 -0.001 0.030 -0.018
H -2.7850 1.7742 -0.3203 0.030 0.003 -0.009
H -3.9665 -0.2691 1.6125 -0.041 -0.071 0.050
H -3.9976 1.4926 1.7816 0.001 -0.020 -0.012
H -1.1178 1.3362 3.5882 0.018 -0.039 0.024
H -2.5845 2.2408 3.1959 -0.009 0.000 0.033
H -0.5170 3.4389 2.5109 -0.018 0.022 -0.004
H -1.5874 3.0997 1.1481 0.004 0.020 -0.029
H 1.6390 3.1264 1.8950 0.006 0.017 0.006
H 2.0367 1.7228 0.8693 0.043 -0.033 -0.108
H 1.0441 1.5775 3.7590 -0.003 0.033 0.036
H 2.6991 1.2962 3.1873 0.030 0.029 0.008
N 1.0960 0.2201 -0.9752 0.885 0.757 -1.165
C 1.4745 0.8938 -1.9570 0.273 0.226 -0.193
C 0.4800 1.5799 -2.8775 0.087 -0.063 -0.077
C 0.5985 1.5298 -4.2638 0.009 -0.020 -0.082
C -0.3723 2.0919 -5.0861 0.004 -0.003 0.051
C -1.4671 2.7387 -4.5282 0.027 -0.016 0.100
C -1.5856 2.8090 -3.1418 -0.002 -0.011 -0.062
C -0.6240 2.2255 -2.3296 -0.014 0.010 0.035
C 2.9462 1.1156 -2.2971 -0.146 0.031 0.060
C 3.8832 0.1607 -1.9092 0.015 -0.052 0.029
C 5.2362 0.3509 -2.1507 0.004 0.027 -0.019
C 5.6825 1.5148 -2.7735 -0.062 -0.063 0.039
C 4.7605 2.4808 -3.1515 -0.068 -0.053 0.032
C 3.4027 2.2751 -2.9204 0.026 0.052 -0.029
H 1.4569 1.0334 -4.7049 -0.037 0.028 0.015
H -0.2719 2.0270 -6.1640 -0.001 0.000 0.055
H -2.2191 3.1880 -5.1667 0.026 -0.015 0.038
H -2.4331 3.3239 -2.6999 0.030 -0.017 -0.015
H -0.6973 2.2511 -1.2469 -0.025 0.010 -0.033
H 3.5172 -0.7293 -1.4084 0.040 0.032 -0.014
H 5.9493 -0.4118 -1.8550 -0.042 0.046 -0.016
H 6.7400 1.6650 -2.9628 -0.067 -0.018 0.020
H 5.0962 3.3951 -3.6287 -0.030 -0.044 0.020
H 2.6879 3.0317 -3.2232 0.022 -0.001 -0.007
F 2.0553 -2.9257 -2.1090 0.033 0.311 -0.124
C 1.7772 -3.9462 -1.3209 -0.049 -0.418 0.229
F 2.9125 -4.3963 -0.7800 0.045 -0.058 -0.062
F 1.2346 -4.9206 -2.0567 0.050 -0.012 -0.054
S 0.6151 -3.4920 0.0252 0.296 -1.267 -0.341
O 0.2331 -4.7336 0.6390 0.059 0.265 -0.124
O 1.3783 -2.5644 0.8509 0.763 -1.049 0.146
O -0.4509 -2.7737 -0.6864 -0.017 -1.665 -0.729
```
Positions in Å, forces in eV/Å.

Output
Highest occupied orbital energy (spin up / spin down): -5.260 / -6.424 eV
Orbital gap (spin up / spin down): 5.393 / 6.557 eV
Charge: 0
Largest force on an atom: 0.0780 hartree/bohr
<S²>: 15.7593
DFT total energy: -3151.15864 Eh
2S+1: 8

# 4
# C2H2N2P2

An isolated molecule of C2H2N2P2 at a distorted geometry (wB97M-V/def2-TZVPD, OMol25).

```
8
Properties=species:S:1:pos:R:3:forces:R:3
C 1.6195 -0.0845 0.0307 1.657 1.172 -0.315
C -0.1975 1.6822 0.8628 -0.118 -0.366 -0.100
N 2.6738 -0.6086 0.1630 -1.953 0.291 -0.190
N -0.2850 2.4157 1.7531 -0.036 -0.084 -0.311
P -1.5179 -0.8117 -0.3537 -2.782 -2.768 -2.439
P 0.0929 0.6365 -0.5805 3.310 0.025 1.050
H -1.5427 -1.1812 -1.9211 -0.233 0.613 2.662
H -0.8431 -2.0482 0.0456 0.155 1.117 -0.357
```
Positions in Å, forces in eV/Å.

Output
Highest occupied orbital energy (spin up / spin down): -5.864 / -11.095 eV
Orbital gap (spin up / spin down): 5.528 / 6.410 eV
Charge: 0
Largest force on an atom: 0.0899 hartree/bohr
<S²>: 2.0224
DFT total energy: -869.39693 Eh
2S+1: 3